Entry from the Open Molecules 2025 dataset: C6H7B in the gas phase in a non-equilibrium geometry (ωB97M-V/def2-TZVPD).

Calculated values
HOMO level (spin up / spin down) in eV: -4.534 / -8.628
DFT total energy in Ha: -257.36197
Spin multiplicity: 3
Frontier orbital gap (spin up / spin down) in eV: 5.06 / 7.45
LUMO energy (spin up / spin down) in eV: 0.52 / -1.18

```
14
Properties=species:S:1:pos:R:3:mulliken_charge:R:1
B 0.1506 0.1142 -1.6530 -0.156
C 0.5472 1.3701 -1.3431 -0.105
C 0.7660 1.8689 -0.1522 0.389
C 1.1272 2.5948 1.0881 -0.635
C 0.4774 1.4346 1.1771 0.281
C -0.2996 -1.1636 -2.4765 -0.759
C -0.2589 0.5222 2.1270 -0.948
H 1.4239 3.5246 1.5297 0.331
H 0.1268 -1.1837 -3.4211 0.282
H -1.4683 -1.0046 -2.7347 0.217
H -0.1070 -2.0117 -1.8325 0.231
H -0.3313 -0.4620 1.8969 0.355
H -1.2593 1.0485 2.2284 0.249
H 0.2454 0.6602 3.2068 0.268
```

=====

Entry from the Open Molecules 2025 dataset: 2 unconnected molecules or ions with the total composition C6H7BF2O2 in a non-equilibrium geometry (ωB97M-V/def2-TZVPD).

Calculated values
HOMO level (spin up / spin down) in eV: -5.930 / -10.172
DFT total energy in Ha: -607.79116
Spin multiplicity: 3
Frontier orbital gap (spin up / spin down) in eV: 6.42 / 6.59
LUMO energy (spin up / spin down) in eV: 0.49 / -3.58

```
18
Properties=species:S:1:pos:R:3:mulliken_charge:R:1
B -1.5553 0.0772 1.0731 0.641
C 2.7173 -0.1452 -0.5265 -0.506
C 2.1858 1.0753 -0.1868 -0.519
C 1.8618 -1.2356 -0.5696 -0.260
C 0.9742 1.0985 0.4449 0.522
C 0.6242 -1.2069 -0.0576 -0.605
C 0.1311 0.0603 0.4702 0.055
O -2.1988 1.2687 0.8279 -0.538
O -3.6422 -0.3185 -1.4983 -0.652
F 0.4271 2.3215 0.9077 -0.317
F -2.5867 -0.7882 1.4652 -0.280
H 3.7664 -0.3185 -0.9683 0.278
H 2.6307 1.9884 -0.1258 0.512
H 2.3521 -2.1492 -0.9449 0.318
H 0.0028 -2.0754 0.1277 0.383
H -3.3362 0.2613 -0.7236 0.361
H -1.7602 1.9387 0.4219 0.304
H -3.3973 -1.2246 -1.6155 0.303
```

=====

Entry from the Open Molecules 2025 dataset: a molecular structure, C6H7BaINO2PS in a non-equilibrium geometry (ωB97M-V/def2-TZVPD).

Calculated values
HOMO level in eV: -14.260
DFT total energy in Ha: -1499.74548
Net charge: +2
Frontier orbital gap in eV: 4.66
LUMO energy in eV: -9.60

```
20
Properties=species:S:1:pos:R:3:mulliken_charge:R:1
C 0.3294 -2.1354 2.8822 -0.929
C 0.3267 -1.9598 1.4666 0.336
C 0.1125 -1.6470 -0.1622 -0.543
P -0.3824 0.1898 -0.2964 0.642
S -2.3355 -0.4580 -0.9255 -0.374
C -0.3169 1.2887 -1.8546 -0.772
C -0.1169 2.8543 -1.3082 0.238
O 1.0365 3.5203 -1.4147 -0.443
I -1.9329 3.7134 -0.3365 0.139
O 1.1231 0.7807 0.3455 -0.419
C 2.2572 0.5407 -0.5620 0.337
N 3.0751 0.5774 -1.5942 -0.357
H 0.1484 -1.8697 4.0321 0.290
H -0.7899 -2.3303 -0.5390 0.481
H 1.0537 -1.9656 -0.7794 0.470
H -1.0358 0.7743 0.8829 0.037
H -2.7961 -1.4577 -0.0252 0.171
H -1.3704 1.2927 -2.4161 0.532
H 0.4721 0.9776 -2.6604 0.397
Ba 1.1420 -2.6862 5.2649 1.767
```

=====

Entry from the Open Molecules 2025 dataset: C6H7Br2N in the gas phase in a non-equilibrium geometry (ωB97M-V/def2-TZVPD).

Calculated values
HOMO level in eV: -9.675
DFT total energy in Ha: -5435.52356
Frontier orbital gap in eV: 10.24
LUMO energy in eV: 0.56
SMILES string: C[C@]1(Br)C[C@@H](C#N)[C@@H]1Br

```
16
Properties=species:S:1:pos:R:3:mulliken_charge:R:1
C -1.9810 0.6515 0.3590 -1.515
C -0.7131 -0.2054 0.3271 0.445
Br -1.2122 -2.0890 0.5874 -0.082
C 0.6327 0.3339 0.9278 -0.765
C 1.4506 0.0415 -0.3647 0.362
C 2.2392 -1.1621 -0.2571 -0.045
N 2.8984 -2.0814 -0.1563 -0.447
C 0.2598 -0.1656 -1.2463 -0.624
Br -0.1857 1.2690 -2.4586 -0.125
H -2.7785 0.2029 -0.0736 0.462
H -1.6532 1.6475 -0.0951 0.347
H -2.3447 0.6013 1.3587 0.428
H 0.7241 -0.2074 1.8951 0.372
H 0.5273 1.3910 1.3164 0.299
H 2.1112 0.8814 -0.3808 0.421
H 0.0252 -1.1092 -1.7390 0.467
```

=====

Q: The highest DFT total energy belongs to which entry?
A: C6H7B